No. 1
Computed, not measured: C5H9FO in the gas phase in a non-equilibrium geometry, with ωB97M-V with the def2-TZVPD basis set.

Computed properties:
HOMO energy	-9.68	eV
gap between HOMO and LUMO	0.3871	Eh
2S+1	1
ΔE to the lowest compared entry with this formula, charge and spin	54.5	kcal per mole
energy	-10093.429	eV

Last column: Löwdin charge in e.
Atoms and positions in Å:
H -0.5813 -0.4408 -1.1961  0.094
H -1.9007 1.2032 0.5004  0.154
H -1.2290 -2.4442 0.5579  0.107
C -0.5482 -0.3471 -0.1755  -0.229
H -2.2790 -1.0805 0.8662  0.027
C 2.0729 -0.1702 -1.0566  0.060
O -0.4683 1.9913 -0.8467  -0.076
C 1.1989 -0.4260 -0.0737  -0.218
C -1.3053 -1.3242 0.7214  -0.059
H 1.9974 -0.0069 -2.1203  0.064
C -0.7585 1.0901 0.1742  -0.324
H -0.2234 1.3362 1.0888  0.120
F 1.6624 -0.6959 1.1961  0.005
H -0.9264 -1.2272 1.7478  0.084
H 0.1790 2.7133 -0.4839  0.154
H 3.1095 -0.1710 -0.8999  0.038

No. 2
Computed, not measured: a molecular structure, C5H9FO2S in a non-equilibrium geometry, with ωB97M-V with the def2-TZVPD basis set.

Computed properties:
HOMO energy	-8.58	eV
gap between HOMO and LUMO	0.2930	Eh
2S+1	1
ΔE to the lowest compared entry with this formula, charge and spin	38.8	kcal per mole
energy	-22973.301	eV

Last column: Löwdin charge in e.
Atoms and positions in Å:
S -0.5623 -0.1745 -0.1350  1.056
H -0.3006 -1.2533 1.8892  0.060
O 0.8071 -1.1466 -0.4719  -0.273
C 1.8715 -0.3803 -0.1549  -0.694
F -2.0828 0.7713 0.1219  -0.477
C 1.4610 0.7237 0.6682  -0.011
H -2.4939 -0.8014 -1.1343  0.064
O 3.0093 -0.7315 -0.1161  0.126
C -1.0629 -1.3230 1.1429  -0.171
C -1.5019 -0.7803 -1.6330  -0.125
C 1.6080 2.1747 0.4769  -0.125
H 2.4788 2.2651 -0.3097  0.125
H -1.3066 -2.3122 0.7207  0.087
H -1.9315 -1.0272 1.6650  0.047
H 0.6623 2.5502 0.1014  0.074
H -1.0499 -1.5368 -2.1835  0.035
H 1.8702 2.6920 1.4841  0.103
H -1.4756 0.2900 -2.1317  0.099

No. 3
Computed, not measured: a molecular structure, C5H9GdINO2 in a non-equilibrium geometry, with ωB97M-V with the def2-TZVPD basis set.

Computed properties:
HOMO energy (spin up / spin down)	-15.93 / -15.96	eV
expectation value of S²	16.786
gap between HOMO and LUMO (spin up / spin down)	0.2313 / 0.2287	Eh
2S+1	8
charge	+2
energy	-39829.699	eV

Last column: Mulliken spin population.
Atoms and positions in Å:
H 1.3774 1.0763 0.8255  -0.003
H 2.0753 -1.7576 -0.3621  0.000
H -2.2784 0.5057 -0.6549  0.002
H 0.0515 0.1549 -1.9645  0.000
H -1.3075 -2.1601 0.1017  -0.004
N -1.6490 -1.5030 -0.6070  -0.003
C 1.2729 0.3512 -0.0531  0.007
O -1.0217 1.1174 1.9486  -0.034
C -1.3872 -0.0896 -0.2327  0.016
C -1.4660 0.1310 1.3522  0.006
H 0.6357 -1.6850 0.8419  0.001
Gd 1.6576 4.7574 -0.8715  8.250
H 2.1344 0.6185 -0.7661  -0.009
I -0.4166 2.7443 -0.9725  -0.259
H 2.2875 -1.0722 1.3138  0.000
C -0.0741 0.5416 -0.8927  0.003
H -1.3025 -1.7198 -1.5462  -0.002
O -2.1370 -0.8644 2.0965  -0.969
C 1.5477 -1.1468 0.4431  -0.001